ORCA calculation (ωB97M-V with the def2-TZVPD basis set) on a structure of composition C2H3I3O in a non-equilibrium geometry.

Each line ends with the natural charge from an NBO analysis.
Cartesian coordinates (Å):
1 C 0.03 0.04 -0.23  0.18
2 C -0.99 0.51 -0.93  -0.53
3 O 0.72 -0.96 -0.61  -0.65
4 I -2.06 -0.93 2.17  0.00
5 I -1.90 -0.92 -2.09  0.21
6 I 0.16 2.21 -2.32  -0.16
7 H 0.50 0.49 0.63  0.19
8 H -1.62 1.15 -0.38  0.24
9 H 1.44 -1.31 -0.02  0.52

The charge is 0. As for the energy above the lowest of the compared OMol25 structures with the same formula, charge and spin: 6.03 kcal/mol. As for the HOMO-LUMO gap (spin up / spin down): 7.693 / 5.221 eV. The value obtained for the largest force on an atom is 4.97 eV/A. Its spin multiplicity is 3.



ORCA calculation (ωB97M-V with the def2-TZVPD basis set) on a structure of composition C2H3I3O2 in a non-equilibrium geometry.

Each line ends with the natural charge from an NBO analysis.
Cartesian coordinates (Å):
1 C 0.61 0.40 -0.18  -0.08
2 C -0.51 -0.49 0.22  0.07
3 O 0.28 1.29 -1.10  -0.72
4 O -0.17 -1.39 1.16  -0.73
5 I 1.26 1.36 1.67  0.02
6 I -0.84 -1.55 -1.82  0.00
7 I -2.28 0.68 0.52  0.18
8 H 1.62 -0.05 -0.47  0.24
9 H 0.71 1.31 -1.94  0.51
10 H -0.67 -1.55 1.95  0.52

The charge is 0. As for the energy above the lowest of the compared OMol25 structures with the same formula, charge and spin: 16.24 kcal/mol. As for the HOMO-LUMO gap: 8.551 eV. The value obtained for the largest force on an atom is 3.80 eV/A.